No. 1
Below is a molecular structure, C36H47Br2N5O4Rb, with properties calculated with the ωB97M-V functional and the def2-TZVPD basis.

Geometry as XYZ:
```
95
C36H47Br2N5O4Rb (the ωB97M-V functional and the def2-TZVPD basis)
Rb -0.623 0.759 0.490
C 0.501 -0.521 -2.671
C -0.884 -0.299 -2.885
C -1.088 1.115 -2.820
C 0.173 1.694 -2.535
C 1.155 0.700 -2.454
C 2.645 0.941 -2.342
C 3.279 0.855 -3.740
C 3.315 -0.107 -1.448
C 2.936 2.326 -1.756
C -2.308 1.998 -3.112
C -2.827 1.765 -4.540
C -3.471 1.822 -2.097
C -1.912 3.483 -3.052
C -1.796 -1.482 -3.202
C -1.295 -2.742 -2.475
C -1.776 -1.787 -4.710
C -3.249 -1.297 -2.755
H 0.990 -1.480 -2.768
H 0.365 2.746 -2.410
H 3.109 -0.131 -4.177
H 4.357 1.037 -3.698
H 2.825 1.594 -4.402
H 3.190 -1.110 -1.862
H 2.893 -0.092 -0.440
H 4.388 0.085 -1.368
H 2.578 3.113 -2.422
H 4.014 2.461 -1.632
H 2.450 2.459 -0.788
H -3.190 0.751 -4.690
H -2.021 1.936 -5.256
H -3.648 2.453 -4.769
H -4.363 1.380 -2.544
H -3.770 2.786 -1.676
H -3.161 1.174 -1.280
H -1.128 3.712 -3.773
H -1.553 3.763 -2.061
H -2.785 4.099 -3.285
H -0.317 -3.056 -2.837
H -1.989 -3.571 -2.642
H -1.217 -2.565 -1.400
H -0.751 -1.974 -5.033
H -2.154 -0.947 -5.291
H -2.382 -2.668 -4.943
H -3.304 -1.114 -1.680
H -3.819 -2.205 -2.973
H -3.741 -0.473 -3.262
N -1.889 2.063 3.072
C -3.206 2.657 2.931
C -4.271 1.625 2.588
N -3.975 0.954 1.329
H -1.790 1.591 3.964
H -1.145 2.763 3.054
H -3.153 3.390 2.119
H -3.541 3.209 3.823
H -5.252 2.123 2.597
H -4.305 0.866 3.378
H -3.986 1.624 0.567
H -4.674 0.255 1.109
Br -0.962 -3.269 7.151
C -0.996 -2.628 5.372
C -1.950 -1.703 4.988
C -1.910 -1.267 3.671
N -1.029 -1.695 2.780
C -0.126 -2.595 3.162
C -0.065 -3.089 4.464
C 0.835 -3.036 2.104
C 1.679 -4.126 2.293
C 2.547 -4.451 1.266
Br 3.726 -5.914 1.474
C 2.548 -3.717 0.097
C 1.652 -2.659 0.008
N 0.822 -2.318 0.982
H -2.688 -1.328 5.682
H -2.618 -0.534 3.307
H 0.691 -3.793 4.774
H 1.671 -4.711 3.198
H 3.215 -3.949 -0.720
H 1.592 -2.049 -0.884
O 0.771 3.272 3.271
C 1.222 2.623 2.309
O 0.851 2.635 1.117
C 2.352 1.650 2.650
C 3.549 2.126 3.180
C 4.582 1.261 3.494
C 4.390 -0.097 3.296
C 3.209 -0.607 2.789
C 2.197 0.277 2.459
N 5.468 -1.028 3.642
O 6.505 -0.564 4.081
O 5.249 -2.221 3.530
H 3.660 3.188 3.350
H 5.522 1.616 3.891
H 3.100 -1.673 2.647
H 1.278 -0.131 2.057
```

Properties
- max |F| (eV/A) = 1.6
- net charge = -1
- relative energy (zero: lowest compared OMol25 entry of this formula, charge and spin) (kcal/mol) = 20.28
- HOMO (eV) = -3.60
- HOMO-LUMO gap (eV) = 5.192
- E (eV) = -194476.634

Results of the Mulliken charge analysis, in e, for atoms 1 through 5:
1. Rb 0.983
2. C -1.031
3. C -0.635
4. C 0.292
5. C -0.277


No. 2
Below is a molecular structure, C36H48BN8O3PtS3, with properties calculated with the ωB97M-V functional and the def2-TZVPD basis.

Geometry as XYZ:
```
100
C36H48BN8O3PtS3 (the ωB97M-V functional and the def2-TZVPD basis)
Pt -0.125 0.139 0.425
C 5.065 -0.020 -1.634
C 4.089 -0.014 -0.512
C 4.366 -0.052 0.843
C 3.123 -0.021 1.484
N 2.169 0.034 0.557
N 2.750 0.034 -0.652
B 1.937 0.034 -1.958
N 1.047 -1.219 -1.956
N 0.503 -1.694 -0.820
C 0.081 -2.939 -1.047
C 0.328 -3.248 -2.388
C 0.951 -2.142 -2.929
C 1.466 -1.996 -4.313
C -0.416 -3.938 -0.036
C -1.893 -4.247 -0.305
C 0.382 -5.239 -0.222
C -0.214 -3.463 1.401
N 1.115 1.327 -1.998
N 0.584 1.854 -0.878
C 0.174 3.094 -1.146
C 0.437 3.359 -2.493
C 1.034 2.223 -2.999
C 1.523 2.005 -4.383
C -0.352 4.095 -0.159
C -0.669 3.439 1.179
C -1.619 4.744 -0.733
C 0.716 5.180 0.042
C 2.888 -0.059 2.967
C 1.396 -0.097 3.261
C 3.497 1.196 3.606
C 3.541 -1.317 3.552
H 6.070 -0.024 -1.221
H 4.948 0.863 -2.261
H 4.941 -0.905 -2.257
H 5.337 -0.100 1.294
H 2.672 -0.003 -2.876
H 0.114 -4.163 -2.901
H 1.375 -2.954 -4.818
H 2.511 -1.695 -4.310
H 0.901 -1.256 -4.874
H -2.025 -4.589 -1.328
H -2.503 -3.362 -0.165
H -2.240 -5.024 0.373
H 0.180 -5.687 -1.190
H 0.096 -5.953 0.547
H 1.450 -5.058 -0.141
H -0.713 -2.513 1.570
H 0.846 -3.341 1.611
H -0.625 -4.196 2.092
H 0.229 4.260 -3.030
H 1.436 2.933 -4.943
H 0.935 1.240 -4.886
H 2.563 1.686 -4.385
H -1.572 2.839 1.083
H -0.862 4.195 1.937
H 0.156 2.804 1.507
H -2.277 3.983 -1.143
H -1.378 5.449 -1.526
H -2.164 5.258 0.055
H 1.620 4.770 0.486
H 0.322 5.948 0.702
H 0.972 5.649 -0.903
H 0.925 0.830 2.944
H 1.217 -0.223 4.326
H 0.932 -0.934 2.737
H 3.020 2.084 3.198
H 4.566 1.251 3.420
H 3.334 1.176 4.682
H 3.080 -2.204 3.123
H 3.396 -1.336 4.630
H 4.608 -1.343 3.350
O -1.220 0.779 2.449
N -2.472 0.580 2.686
C -3.021 1.139 3.777
C -4.310 0.861 4.157
C -5.097 0.048 3.346
C -4.554 -0.468 2.192
C -3.223 -0.212 1.875
S -2.459 -0.997 0.558
H -2.366 1.806 4.316
H -4.700 1.302 5.060
H -6.118 -0.163 3.610
H -5.144 -1.060 1.512
O -4.089 4.220 1.228
S -4.598 2.960 0.750
O -5.503 2.291 1.660
N -3.371 1.928 0.377
C -3.434 1.608 -0.925
S -2.226 0.517 -1.563
C -4.464 2.171 -1.690
C -4.807 1.986 -3.045
C -5.915 2.624 -3.544
C -6.695 3.469 -2.743
C -6.368 3.674 -1.403
C -5.272 3.029 -0.903
H -4.204 1.332 -3.657
H -6.192 2.470 -4.580
H -7.560 3.958 -3.161
H -6.956 4.324 -0.769
```

Properties
- 2S+1 = 6
- max |F| (eV/A) = 1.3
- relative energy (zero: lowest compared OMol25 entry of this formula, charge and spin) (kcal/mol) = 27.16
- HOMO (alpha / beta) (eV) = -5.49 / -8.18
- HOMO-LUMO gap (alpha / beta) (eV) = 5.901 / 5.200
- E (eV) = -92599.715
- expectation value of S² = 8.802

Results of the Mulliken charge analysis, in e, for atoms 1 through 5:
1. Pt 2.596
2. C -1.549
3. C 0.514
4. C -1.192
5. C -0.736


No. 3
Below is a molecular structure, C36H48N12O2PSTa, with properties calculated with the ωB97M-V functional and the def2-TZVPD basis.

Geometry as XYZ:
```
101
C36H48N12O2PSTa (the ωB97M-V functional and the def2-TZVPD basis)
Ta 0.089 0.013 0.640
O -3.564 -0.238 2.564
C -2.381 -0.291 2.332
N -1.732 -0.784 1.232
C -2.358 -1.544 0.208
C -3.711 -1.845 0.142
C -4.170 -2.638 -0.903
C -3.299 -3.111 -1.869
C -1.943 -2.809 -1.816
C -1.470 -2.026 -0.770
N -0.110 -1.659 -0.553
C 0.940 -2.299 -1.138
O 0.920 -3.057 -2.084
C 2.211 -1.963 -0.417
C 3.412 -2.559 -0.736
C 4.529 -2.234 0.018
C 4.399 -1.307 1.040
C 3.163 -0.730 1.269
N 2.074 -1.062 0.569
C -1.365 0.230 3.316
C -1.719 0.625 4.589
C -0.721 1.068 5.444
C 0.583 1.137 4.975
C 0.846 0.772 3.669
N -0.105 0.295 2.854
H -4.389 -1.467 0.888
H -5.221 -2.886 -0.954
H -3.668 -3.736 -2.670
H -1.263 -3.210 -2.551
H 3.439 -3.271 -1.549
H 5.486 -2.695 -0.187
H 5.241 -1.023 1.653
H 3.037 0.023 2.024
H -2.758 0.567 4.880
H -0.957 1.365 6.456
H 1.388 1.485 5.605
H 1.830 0.891 3.248
C -0.437 0.841 -5.851
C -1.054 1.322 -4.597
N -1.984 2.212 -4.496
N -2.228 2.313 -3.165
C -1.466 1.506 -2.425
S -1.654 1.360 -0.736
N -0.698 0.860 -3.339
N 0.288 -0.066 -3.025
H -0.856 1.403 -6.681
H -0.644 -0.219 -6.000
H 0.643 0.985 -5.846
H -2.963 2.917 -2.829
H 1.070 0.074 -3.656
H -0.082 -1.007 -3.149
N 1.150 1.547 0.711
P 1.534 3.111 0.697
N 2.611 3.479 1.890
C 2.589 4.744 2.649
C 3.294 4.544 3.980
C 4.782 4.230 3.768
C 5.021 3.601 2.393
C 3.856 2.705 2.000
N 2.221 3.455 -0.754
C 3.148 4.584 -0.944
C 4.179 4.224 -2.001
C 3.510 4.012 -3.365
C 2.074 3.498 -3.197
C 1.947 2.645 -1.944
N 0.189 4.032 0.897
C 0.044 5.327 0.201
C -1.319 5.937 0.505
C -2.390 4.857 0.450
C -2.183 3.849 1.588
C -0.717 3.810 2.027
H 1.556 5.048 2.793
H 3.084 5.543 2.085
H 2.795 3.726 4.508
H 3.169 5.433 4.597
H 5.131 3.556 4.552
H 5.377 5.138 3.858
H 5.945 3.023 2.385
H 5.141 4.375 1.631
H 3.741 1.925 2.763
H 4.048 2.206 1.045
H 3.628 4.803 0.010
H 2.602 5.484 -1.246
H 4.699 3.317 -1.681
H 4.931 5.010 -2.059
H 4.096 3.305 -3.954
H 3.499 4.946 -3.928
H 1.766 2.923 -4.073
H 1.373 4.334 -3.118
H 2.643 1.797 -1.987
H 0.944 2.231 -1.851
H 0.122 5.141 -0.874
H 0.844 6.021 0.477
H -1.509 6.731 -0.218
H -1.318 6.412 1.488
H -2.323 4.342 -0.513
H -3.386 5.293 0.503
H -2.517 2.857 1.280
H -2.789 4.124 2.454
H -0.475 2.847 2.478
H -0.539 4.563 2.803
```

Properties
- max |F| (eV/A) = 0.6
- net charge = +2
- HOMO (eV) = -12.88
- HOMO-LUMO gap (eV) = 6.595
- E (eV) = -81755.973

Results of the Mulliken charge analysis, in e, for atoms 1 through 5:
1. Ta 0.180
2. O -0.667
3. C 0.197
4. N 0.279
5. C -0.004


No. 4
Below is a molecular structure, C36H49ClGeN5O2RuSi3, with properties calculated with the ωB97M-V functional and the def2-TZVPD basis.

Geometry as XYZ:
```
98
C36H49ClGeN5O2RuSi3 (the ωB97M-V functional and the def2-TZVPD basis)
Ru 0.387 -0.153 0.329
C 3.578 -3.310 5.700
C 3.023 -2.925 4.361
C 3.845 -2.902 3.233
C 3.342 -2.528 2.007
C 2.009 -2.127 1.860
N 1.534 -1.758 0.598
C 1.776 -2.599 -0.460
C 1.780 -3.999 -0.258
C 1.988 -4.874 -1.289
C 2.203 -4.403 -2.591
C 2.407 -5.370 -3.715
C 2.198 -3.031 -2.805
C 2.006 -2.124 -1.773
N 2.149 -0.742 -2.045
C 2.790 -0.197 -3.105
C 2.760 1.169 -2.969
C 2.073 1.392 -1.777
N 1.709 0.237 -1.224
C 1.181 -2.122 2.994
C 1.697 -2.541 4.219
N -0.158 -1.696 2.907
C -1.127 -1.944 3.868
C -2.081 -1.007 3.791
C -1.628 -0.006 2.805
N -0.554 -0.661 2.099
H 4.161 -4.227 5.625
H 2.791 -3.454 6.437
H 4.249 -2.528 6.061
H 4.885 -3.186 3.325
H 3.979 -2.525 1.132
H 1.590 -4.368 0.741
H 1.974 -5.941 -1.105
H 3.023 -6.206 -3.388
H 2.876 -4.899 -4.576
H 1.443 -5.782 -4.024
H 2.350 -2.667 -3.813
H 3.239 -0.791 -3.881
H 3.190 1.900 -3.630
H 1.828 2.325 -1.299
H 1.059 -2.546 5.094
H -1.060 -2.816 4.495
H -2.986 -0.943 4.373
H -2.396 0.376 2.133
C -4.563 1.673 0.531
Si -3.484 0.532 -0.510
C -4.056 0.589 -2.294
C -3.163 -1.210 0.137
Ge -1.079 1.775 -0.270
Si -0.858 1.543 3.878
C -0.454 0.869 5.580
C -2.197 2.858 3.838
C 0.786 2.144 3.141
Si -0.436 4.234 -0.497
C -0.825 4.671 -2.284
C 1.421 4.415 -0.133
C -1.416 5.211 0.783
H -5.573 1.251 0.539
H -4.626 2.663 0.079
H -4.241 1.787 1.567
H -5.120 0.337 -2.324
H -3.525 -0.126 -2.922
H -3.943 1.580 -2.735
H -3.602 -1.932 -0.555
H -3.608 -1.371 1.120
H -2.100 -1.428 0.196
H -1.315 0.408 6.066
H -0.111 1.679 6.228
H 0.348 0.129 5.533
H -3.023 2.586 4.498
H -2.607 3.014 2.839
H -1.807 3.812 4.199
H 1.056 1.647 2.205
H 1.600 1.949 3.842
H 0.769 3.219 2.956
H -0.431 3.907 -2.954
H -0.374 5.629 -2.550
H -1.902 4.745 -2.440
H 1.878 3.525 0.303
H 1.577 5.236 0.570
H 1.968 4.665 -1.044
H -2.481 4.976 0.781
H -1.310 6.277 0.566
H -1.025 5.043 1.786
Cl -0.861 0.082 -8.621
C -0.932 0.163 -6.908
C -1.369 1.330 -6.292
C -1.362 1.417 -4.914
C -0.935 0.334 -4.143
C -0.557 -0.852 -4.770
C -0.548 -0.938 -6.148
C -0.916 0.432 -2.675
O -0.867 -0.561 -1.938
O -0.947 1.649 -2.179
H -1.715 2.159 -6.894
H -1.696 2.322 -4.425
H -0.268 -1.699 -4.160
H -0.257 -1.854 -6.644
```

Properties
- 2S+1 = 6
- max |F| (eV/A) = 1.7
- net charge = +2
- HOMO (alpha / beta) (eV) = -12.09 / -13.12
- HOMO-LUMO gap (alpha / beta) (eV) = 7.290 / 5.472
- E (eV) = -144913.247
- expectation value of S² = 8.799

Results of the Mulliken charge analysis, in e, for atoms 1 through 5:
1. Ru -0.050
2. C -1.637
3. C 0.104
4. C -1.045
5. C 0.179


No. 5
Below is a molecular structure, C36H49CrN4O4SSe, with properties calculated with the ωB97M-V functional and the def2-TZVPD basis.

Geometry as XYZ:
```
96
C36H49CrN4O4SSe (the ωB97M-V functional and the def2-TZVPD basis)
Cr -0.769 1.543 -1.976
C -4.162 -2.210 3.634
C -2.706 -1.805 3.896
C -2.623 -1.214 5.308
C -1.819 -3.056 3.848
C -2.247 -0.824 2.825
C -2.239 -1.195 1.485
C -1.792 -0.317 0.519
Se -1.670 -0.772 -1.376
C 0.091 -1.608 -1.324
C 0.188 -2.910 -0.869
C 1.420 -3.541 -0.761
C 2.533 -2.820 -1.191
C 2.473 -1.520 -1.654
C 1.220 -0.838 -1.687
O 1.121 0.400 -2.026
C 3.723 -0.764 -2.094
C 4.994 -1.623 -2.112
C 3.973 0.387 -1.107
C 3.513 -0.237 -3.522
C 1.509 -4.952 -0.190
C 0.924 -4.964 1.229
C 0.706 -5.916 -1.075
C 2.950 -5.465 -0.104
C -1.335 0.983 0.837
O -0.927 1.770 -0.104
C -1.363 1.373 2.203
C -1.807 0.463 3.139
C -0.924 2.783 2.569
C 0.503 3.023 2.061
C -1.874 3.772 1.880
C -0.940 3.048 4.078
H -4.495 -2.922 4.387
H -4.265 -2.667 2.655
H -4.809 -1.336 3.672
H -2.938 -1.961 6.035
H -3.276 -0.349 5.406
H -1.603 -0.920 5.545
H -2.117 -3.762 4.621
H -0.778 -2.787 4.005
H -1.899 -3.548 2.884
H -2.573 -2.174 1.169
H -0.726 -3.413 -0.583
H 3.500 -3.289 -1.145
H 5.246 -1.978 -1.114
H 5.824 -1.012 -2.466
H 4.898 -2.476 -2.781
H 4.270 -0.018 -0.140
H 3.075 0.977 -0.969
H 4.771 1.037 -1.466
H 3.462 -1.075 -4.217
H 4.335 0.411 -3.824
H 2.585 0.321 -3.598
H -0.122 -4.675 1.225
H 1.462 -4.267 1.868
H 1.000 -5.959 1.666
H -0.337 -5.615 -1.121
H 0.754 -6.930 -0.680
H 1.106 -5.920 -2.087
H 3.557 -4.815 0.522
H 3.405 -5.533 -1.090
H 2.962 -6.461 0.338
H -1.811 0.764 4.171
H 0.546 2.867 0.987
H 1.199 2.336 2.539
H 0.816 4.045 2.271
H -1.879 3.584 0.810
H -1.549 4.798 2.041
H -2.890 3.661 2.256
H -0.279 2.358 4.599
H -1.944 2.960 4.488
H -0.587 4.060 4.269
N -1.428 -0.925 -4.304
N -0.782 -0.138 -5.275
C -0.676 1.262 -5.098
O -0.382 1.915 -6.091
O -0.887 1.689 -3.932
H -1.002 -1.847 -4.271
H -2.431 -1.016 -4.487
H -0.868 -0.415 -6.250
N 2.167 3.096 -2.028
C 1.105 3.921 -1.874
N -0.145 3.547 -1.938
C -1.006 4.555 -1.626
C -2.400 4.472 -1.659
C -3.140 5.572 -1.269
C -2.522 6.751 -0.868
C -1.136 6.862 -0.856
C -0.394 5.763 -1.237
S 1.347 5.583 -1.293
H 1.908 2.144 -2.279
H 2.980 3.474 -2.487
H -2.859 3.547 -1.986
H -4.219 5.511 -1.275
H -3.121 7.594 -0.560
H -0.647 7.773 -0.544
```

Properties
- 2S+1 = 5
- max |F| (eV/A) = 1.3
- net charge = -1
- HOMO (alpha / beta) (eV) = -4.16 / -4.50
- HOMO-LUMO gap (alpha / beta) (eV) = 6.503 / 6.841
- E (eV) = -156887.175
- expectation value of S² = 6.012

Results of the Mulliken charge analysis, in e, for atoms 1 through 5:
1. Cr 0.569
2. C -1.840
3. C 2.385
4. C -2.283
5. C -1.774